Entry 1:
Density functional theory data (ωB97M-V/def2-TZVPD) for a molecular structure, C14H32BF10NO16PtS6 at a distorted geometry.

The geometry in XYZ format:
```
81
C14H32BF10NO16PtS6 (ωB97M-V/def2-TZVPD)
Pt -0.98312 1.35259 -1.12099
B 0.86003 0.21960 0.59441
F 0.65498 -0.17918 -0.78541
F -0.13587 -0.39632 1.37912
F 2.10896 -0.06644 1.09088
F 0.58829 1.64396 0.65466
C -1.24154 -2.51105 -3.05067
F 0.07261 -2.50895 -3.24735
F -1.81219 -3.21447 -4.01035
F -1.53428 -3.02178 -1.87223
S -1.82689 -0.73221 -3.22514
O -0.66189 0.03745 -3.54089
O -2.89498 -0.73382 -4.15429
N -2.23592 -0.21310 -1.68685
S -3.66942 -0.74460 -1.11822
O -4.12890 -1.89409 -1.82276
O -3.58711 -0.84884 0.30927
C -4.90656 0.59234 -1.47920
F -6.07746 0.19046 -1.00343
F -4.54054 1.72425 -0.88626
F -5.04661 0.82859 -2.77623
O 5.21415 -3.26525 -0.51997
S 4.77930 -1.89960 -0.47559
O 5.40501 -0.96494 -1.33528
O 3.21690 -1.82628 -0.70523
C 2.49811 -3.08327 -0.85455
C 2.21148 -3.71516 0.47252
C 4.89948 -1.30334 1.17995
H 3.02410 -3.71751 -1.56228
H 1.57453 -2.76514 -1.33075
H 3.12126 -3.88873 1.04498
H 1.68300 -4.66331 0.37184
H 1.54762 -3.06238 1.04800
H 4.46886 -0.31233 1.21350
H 5.93971 -1.40643 1.47375
H 4.31447 -1.99832 1.78025
O 0.95423 2.12972 -2.14621
S 2.30939 1.92899 -2.59771
O 2.60437 0.79070 -3.36107
O 2.63856 3.24994 -3.37455
C 3.80203 3.19336 -4.24282
C 4.16648 4.61575 -4.56561
C 3.34625 2.05469 -1.19923
H 3.56256 2.67258 -5.16503
H 4.62231 2.71461 -3.70914
H 3.31766 5.12350 -5.02263
H 5.01461 4.63360 -5.25071
H 4.45848 5.18544 -3.68287
H 4.37784 1.87683 -1.50982
H 3.10898 1.20814 -0.55692
H 3.21230 3.04052 -0.77286
O -2.33362 -5.19554 3.26897
S -1.73156 -3.95172 3.53905
O -1.54662 -3.52330 4.88952
O -0.32513 -3.98457 2.82762
C 0.65000 -2.99436 3.17708
C 2.03526 -3.59570 2.95665
C -2.54121 -2.67115 2.61647
H 0.54203 -2.70815 4.22432
H 0.54428 -2.06462 2.60495
H 2.04592 -4.24451 2.08208
H 2.23465 -4.26701 3.80207
H 2.82635 -2.85292 2.98862
H -3.36550 -2.30105 3.21096
H -2.87861 -3.14931 1.69909
H -1.76116 -1.96825 2.32463
O -2.26887 1.71788 0.70232
S -2.78920 2.38839 1.85201
O -1.92755 2.73719 2.90483
O -3.46812 3.68185 1.28348
C -3.80940 4.73513 2.24287
C -4.81760 5.63649 1.56663
C -4.12884 1.45730 2.52638
H -2.89589 5.25644 2.51717
H -4.27325 4.32096 3.13803
H -5.76328 5.08869 1.53597
H -4.55628 5.87156 0.53911
H -4.96791 6.52925 2.16829
H -3.79667 0.43426 2.60367
H -4.97424 1.58704 1.85255
H -4.35358 1.95899 3.46257
```

Computed properties:
LUMO energy (spin up / spin down)	-0.70 / -3.12	eV
energy relative to the best compared isomer or geometry (same formula, charge and spin)	0.00	kcal per mole
electronic energy	-5343.1796	a.u.
2S+1	3
HOMO-LUMO gap (spin up / spin down)	9.9 / 7.5	eV
charge	0
E_HOMO (spin up / spin down)	-10.58 / -10.58	eV



Entry 2:
Density functional theory data (ωB97M-V/def2-TZVPD) for a single C5H8O2S molecule at a distorted geometry.

The geometry in XYZ format:
```
16
C5H8O2S (ωB97M-V/def2-TZVPD)
C 2.31467 -0.53698 -0.53056
C 1.63365 0.41571 0.07372
C 0.39348 0.18781 0.88534
O 0.13383 -1.21196 0.93553
C -0.79141 0.96449 0.32218
O -1.13367 0.51745 -0.99007
C -2.07643 -0.37727 -1.17726
S -3.01710 -1.14344 -0.08595
H 3.22458 -0.32824 -1.09936
H 1.99470 -1.58313 -0.46706
H 1.95335 1.46367 0.01446
H 0.55239 0.59238 1.88749
H -0.76203 -1.32927 1.27172
H -1.69805 0.89694 0.97018
H -0.53023 2.01244 0.20808
H -2.19173 -0.54060 -2.21843
```

Computed properties:
LUMO energy	0.36	eV
energy relative to the best compared isomer or geometry (same formula, charge and spin)	34.45	kcal per mole
electronic energy	-743.9325	a.u.
2S+1	1
HOMO-LUMO gap	9.5	eV
charge	0
E_HOMO	-9.16	eV
structure (SMILES)	C=C[C@H](O)COC=S